{"formula": "C19H32BN7O2STc", "method": "wB97M-V/def2-TZVPD", "symbols": ["B", "H", "H", "H", "O", "N", "C", "N", "H", "C", "H", "H", "S", "H", "H", "N", "H", "C", "H", "H", "N", "C", "C", "C", "N", "N", "H", "C", "H", "H", "H", "H", "Tc", "H", "C", "H", "O", "H", "C", "H", "H", "C", "H", "C", "C", "H", "C", "H", "C", "H", "H", "C", "H", "H", "H", "H", "C", "H", "C", "N", "C", "C", "H"], "xyz": [[2.07, 0.26, 0.07], [-2.62, -2.26, -0.14], [-0.86, 1.82, -2.53], [-1.97, -2.19, -2.21], [-4.28, 0.60, 2.39], [-2.25, -1.87, 0.73], [3.89, -0.39, 2.54], [1.59, -0.80, -0.94], [3.81, 2.94, 0.45], [1.37, -2.44, -2.40], [-2.40, 2.02, -3.42], [-0.72, -0.96, 4.94], [-2.62, 0.51, -1.59], [-3.33, -0.75, -3.50], [3.41, 4.17, -0.75], [1.34, 1.58, -0.19], [1.83, -0.94, 4.63], [-0.39, 2.94, -0.16], [-1.70, -2.61, 1.15], [-4.35, -1.76, 1.16], [0.33, -0.41, 1.77], [-0.98, -0.88, 3.88], [1.55, -0.73, 3.61], [3.74, -1.44, -1.99], [-0.02, 1.64, -0.09], [1.66, -0.26, 1.46], [-1.39, 0.56, -3.66], [0.75, 3.71, -0.33], [1.61, -3.20, -3.13], [-3.33, -1.99, 2.56], [0.80, 4.78, -0.42], [-4.65, 0.08, -2.65], [-1.03, -0.10, 0.23], [4.02, -0.42, -2.26], [-3.39, 0.02, 1.87], [-4.03, -1.44, -1.97], [-2.22, 0.62, 1.51], [4.28, -1.71, -1.08], [2.27, -1.56, -1.79], [4.06, -2.11, -2.79], [4.31, -1.06, 1.79], [1.82, 2.82, -0.34], [3.24, 0.41, 0.00], [-3.77, -0.55, -2.53], [-1.73, 1.31, -2.94], [-1.66, -0.04, 3.78], [0.14, -2.17, -1.87], [4.28, -0.69, 3.52], [-1.13, -2.88, -2.16], [3.73, 2.51, -1.26], [-2.12, 3.85, -1.01], [2.41, -0.46, 2.55], [4.25, 0.62, 2.33], [-1.33, -3.65, -1.41], [-1.84, 4.24, 0.67], [-2.49, 2.66, 0.25], [3.27, 3.12, -0.48], [-1.49, -1.80, 3.61], [-3.39, -1.48, 1.60], [0.25, -1.14, -0.97], [0.27, -0.69, 3.10], [-1.79, 3.43, -0.06], [-1.06, -3.39, -3.12]], "lowdin_charge": [-0.49, 0.06, 0.03, 0.02, 0.19, -0.04, 0.01, 0.05, 0.10, 0.06, 0.07, 0.10, 0.81, 0.06, 0.10, 0.05, 0.13, -0.29, 0.12, 0.14, -0.04, 0.01, 0.06, 0.02, -0.08, 0.04, 0.06, 0.06, 0.14, 0.13, 0.14, 0.06, 1.51, 0.10, -0.56, 0.04, -0.26, 0.10, -0.21, 0.10, 0.09, -0.22, 0.12, -0.29, -0.30, 0.09, -0.29, 0.10, -0.01, 0.09, 0.10, -0.23, 0.09, 0.10, 0.11, 0.04, 0.01, 0.08, -0.10, -0.08, -0.27, -0.02, 0.11], "gap_ev": [6.340, 6.654], "lumo_ha": [-0.3196, -0.3061], "homo_ev": [-15.04, -14.98], "charge": 2, "multiplicity": 2}

***

{"formula": "C14H14CoNO4S", "method": "wB97M-V/def2-TZVPD", "symbols": ["Co", "H", "C", "H", "C", "O", "C", "H", "H", "C", "C", "N", "S", "C", "H", "H", "H", "H", "C", "O", "H", "C", "O", "C", "H", "C", "O", "C", "C", "H", "C", "C", "H", "H", "H"], "xyz": [[0.71, 0.78, 1.98], [-1.27, -1.59, -5.52], [-2.05, -0.01, -1.88], [-1.35, -1.72, 2.23], [-1.12, -1.18, 1.31], [-2.42, 1.96, 0.25], [0.35, 0.21, -1.68], [-0.14, 0.68, 4.71], [2.34, 3.00, 2.01], [2.02, 2.22, 2.68], [-0.42, -1.71, -4.85], [-1.08, 0.25, 1.60], [-1.18, 1.25, 0.36], [0.83, 2.25, 3.48], [1.50, -0.63, -3.27], [1.86, -0.89, 3.87], [-0.32, -2.78, -4.63], [0.48, -1.40, -5.38], [0.50, -0.46, -2.88], [0.43, -2.73, 0.32], [-2.74, -1.04, -3.62], [1.74, 0.16, 3.64], [1.21, -0.74, 1.00], [-1.87, -0.69, -3.07], [3.44, 0.56, 2.24], [0.69, 0.99, 4.10], [0.06, 2.08, 0.62], [2.60, 0.94, 2.79], [-0.93, 0.43, -1.18], [0.14, 3.08, 3.55], [-0.60, -0.93, -3.58], [0.26, -1.63, 0.81], [-3.04, 0.19, -1.49], [-1.88, -1.45, 0.59], [1.21, 0.57, -1.13]], "lowdin_charge": [0.45, 0.08, -0.05, 0.13, -0.14, -0.26, -0.04, 0.13, 0.13, -0.10, -0.04, -0.21, 0.69, -0.10, 0.12, 0.13, 0.09, 0.08, -0.01, 0.08, 0.12, -0.11, -0.09, -0.03, 0.13, -0.09, -0.31, -0.09, -0.28, 0.13, -0.25, -0.61, 0.12, 0.12, 0.11], "gap_ev": [8.585, 8.585], "lumo_ha": [-0.0135, -0.0136], "homo_ev": [-8.95, -8.95], "charge": 0}

***

{"formula": "C2F3NO3", "method": "wB97M-V/def2-TZVPD", "symbols": ["O", "F", "C", "O", "O", "C", "N", "F", "F"], "xyz": [[-1.79, -0.81, -0.85], [1.68, 1.20, -0.28], [-0.01, -0.19, 0.56], [-1.46, 1.33, -0.43], [1.87, -0.97, -0.72], [1.26, -0.08, -0.25], [-1.24, 0.16, -0.35], [-0.07, 0.84, 1.48], [-0.24, -1.35, 1.13]], "lowdin_charge": [0.13, 0.15, -0.36, 0.16, 0.25, -0.35, -0.30, 0.12, 0.20], "gap_ev": 11.148, "lumo_ha": -0.0411, "homo_ev": -12.27, "charge": 0}

***

{"formula": "C5H7BBr2N3O2", "method": "wB97M-V/def2-TZVPD", "symbols": ["N", "H", "H", "O", "H", "Br", "C", "C", "N", "H", "C", "H", "C", "H", "H", "B", "O", "N", "C", "Br"], "xyz": [[-1.72, 0.03, -0.17], [0.81, 0.11, -2.05], [-3.62, -2.06, -0.20], [-4.00, 0.93, 0.09], [-0.91, 0.68, 1.72], [1.38, 2.58, 1.50], [0.08, 0.12, -1.27], [2.90, -1.05, -0.17], [-1.18, -0.18, -1.40], [-3.85, 1.45, -0.71], [2.73, 0.28, 0.49], [2.21, -1.22, -0.99], [-0.81, 0.43, 0.68], [3.90, -1.11, -0.58], [2.78, -1.85, 0.56], [-3.23, -0.18, 0.13], [-3.68, -1.39, 0.49], [0.36, 0.50, 0.02], [1.58, 0.94, 0.60], [4.28, 0.97, 1.26]], "lowdin_charge": [0.07, 0.16, 0.14, 0.25, 0.17, 0.84, -0.05, -0.10, 0.18, 0.14, -0.76, 0.06, 0.00, 0.08, 0.10, -0.62, 0.24, -0.03, -0.72, 0.86], "gap_ev": 9.333, "lumo_ha": -0.1388, "homo_ev": -13.11, "charge": 1}

***

{"formula": "C6H8", "method": "wB97M-V/def2-TZVPD", "symbols": ["C", "C", "H", "H", "C", "H", "H", "H", "H", "C", "C", "C", "H", "H"], "xyz": [[-0.10, 2.10, 1.52], [-0.65, -0.01, 0.10], [-0.30, -0.50, -1.96], [-0.48, 3.08, 1.69], [-0.52, 1.33, 0.12], [-0.32, -0.41, 1.03], [2.20, -3.38, -1.01], [-0.42, 1.52, 2.39], [0.89, 2.22, 1.43], [-0.68, -1.16, -0.99], [0.49, -2.07, -0.87], [1.55, -2.59, -1.11], [-0.46, 1.93, -0.75], [-1.18, -2.06, -1.59]], "lowdin_charge": [-0.05, -0.13, 0.15, 0.05, -0.09, 0.08, 0.00, 0.07, 0.01, -0.18, -0.22, 0.09, 0.07, 0.15], "gap_ev": 10.328, "lumo_ha": 0.0356, "homo_ev": -9.36, "charge": 0}

***

Quick rundown of calculated total energy, same order as above: -1780.4329, -2678.5289, -656.1753, -5682.1976, -233.2152 Eh